A 14-piece molecular cluster, C64H158N10O14 overall at a distorted geometry, computed with the ωB97M-V functional and the def2-TZVPD basis.

Last columns: bonded neighbours and bond lengths (Å).
Atoms and positions in Å:
1 O -1.54311 3.67867 -0.79642  C28 1.438, H107 0.966
2 O -3.38893 1.70055 -1.22128  C35 1.454, H199 0.989
3 O -1.65156 -4.35372 1.09576  C32 1.404, C38 1.384
4 O -0.61911 0.79381 3.44719  C73 1.422, H126 0.966
5 O 4.68505 0.06492 -1.92761  C87 1.397, H145 0.995
6 O 7.42547 -0.98507 2.29094  C76 1.406, C85 1.395
7 O -4.82472 -2.70816 -5.04880  C39 1.397, C56 1.393
8 O -1.62658 1.36867 -7.50793  N16 1.412, H141 0.976
9 O 2.81255 5.14160 -3.24846  C79 1.470, C84 1.421
10 O 0.37716 1.10199 0.65609  C29 1.472, C75 1.433
11 O -0.07328 -5.65881 -4.10130  C66 1.413, C68 1.434
12 O 1.23877 -0.59684 5.70941  N19 1.367, H185 0.971
13 O 1.15473 4.50358 3.27031  N18 1.438, H230 0.969
14 O -6.66444 -1.99644 2.25936  N21 1.499, H153 0.961
15 N -3.14402 -3.01707 -1.18078  C63 1.460, H148 1.034, H229 1.057
16 N -1.34288 1.72706 -6.17177  O8 1.412, C61 1.492, C78 1.442
17 N 8.83176 -3.52882 0.80711  C59 1.456, H167 0.987, H208 1.063
18 N 2.34689 5.14051 2.77855  O13 1.438, C46 1.504, C69 1.491
19 N 2.00310 -1.65083 5.29403  O12 1.367, C65 1.489, C81 1.484
20 N -2.26785 -3.92914 -4.09166  C43 1.505, H108 0.987, H173 0.988
21 N -5.83569 -2.00395 3.50814  O14 1.499, C41 1.494, C45 1.453
22 N -3.61766 -0.55084 -3.20298  C60 1.414, H106 1.027, H240 1.058
23 N 4.82186 3.15519 -2.79357  C67 1.467, H95 1.016, H210 0.977
24 N -0.84772 -1.37921 0.34234  C33 1.447, H174 1.003, H202 1.009
25 C -1.78841 -5.07766 -6.29602  C43 1.516, H94 1.104, H101 1.115, H168 1.079
26 C -1.08775 -0.65158 -5.85879  C61 1.587, H136 1.122, H171 1.101, H177 1.069
27 C -3.92247 -2.36734 5.42001  C30 1.498, C72 1.519, H92 1.117, H156 1.057
28 C -2.40773 4.76287 -1.17504  O1 1.438, H96 1.111, H194 1.111, H218 1.098
29 C 0.81689 2.50658 0.63521  O10 1.472, H178 1.115, H200 1.087, H243 1.078
30 C -4.09629 -0.98615 4.86719  C27 1.498, C45 1.578, H166 1.103, H227 1.102
31 C -7.18986 -3.99664 4.17619  C41 1.540, H102 1.142, H221 1.063, H245 1.087
32 C -0.41580 -4.98463 1.31235  O3 1.404, H105 1.091, H130 1.115, H197 1.090
33 C 0.41768 -1.09312 -0.29925  N24 1.447, C52 1.493, C75 1.523, H89 1.102
34 C 4.45686 7.12410 2.68700  C47 1.502, C57 1.534, H160 1.126, H226 1.061
35 C -3.86014 0.83566 -0.15146  O2 1.454, H110 1.090, H139 1.105, H222 1.073
36 C 3.73264 3.45046 3.84896  C46 1.561, H147 1.060, H158 1.069, H189 1.110
37 C -2.49931 3.83985 -6.43398  C78 1.539, H112 1.101, H195 1.099, H246 1.112
38 C -2.48046 -4.97552 0.17800  O3 1.384, C63 1.518, H190 1.133, H239 1.129
39 C -5.69589 -3.73259 -4.66959  O7 1.397, H132 1.064, H161 1.094, H201 1.100
40 C 3.98390 -0.22808 4.93601  C81 1.578, H115 1.047, H164 1.092, H181 1.114
41 C -5.77894 -3.38890 4.06623  N21 1.494, C31 1.540, C62 1.544, C72 1.538
42 C -5.44636 0.30479 3.11879  C45 1.527, H103 1.073, H149 1.075, H232 1.072
43 C -2.24424 -5.22469 -4.85717  N20 1.505, C25 1.516, C66 1.538, H242 1.104
44 C 1.10175 6.09955 0.94256  C69 1.579, H99 1.106, H122 1.095, H198 1.081
45 C -4.76540 -1.02413 3.43808  N21 1.453, C30 1.578, C42 1.527, C49 1.540
46 C 3.46977 4.98734 3.76790  N18 1.504, C36 1.561, C47 1.555, C86 1.509
47 C 4.70373 5.72450 3.17363  C34 1.502, C46 1.555, H123 1.079, H124 1.080
48 C 1.15956 7.41984 3.11606  C69 1.565, H162 1.074, H206 1.059, H231 1.071
49 C -3.73804 -1.41156 2.35816  C45 1.540, H100 1.119, H146 1.113, H186 1.093
50 C 0.97426 0.69787 -6.29306  C61 1.536, H91 1.108, H121 1.075, H220 1.075
51 C -0.17182 1.03615 -4.08773  C53 1.575, C61 1.538, H98 1.107, H142 1.109
52 C 0.57523 -1.96287 -1.50278  C33 1.493, H93 1.093, H152 1.137, H155 1.153
53 C 0.14338 2.56933 -3.91396  C51 1.575, C77 1.531, H228 1.109, H235 1.105
54 C -0.18956 -2.42293 4.22636  C65 1.540, H120 1.082, H216 1.149, H236 1.073
55 C 2.40282 -0.47596 3.05914  C81 1.541, H135 1.123, H219 1.105, H225 1.073
56 C -5.28281 -1.39261 -5.01591  O7 1.393, C60 1.601, H138 1.095, H234 1.107
57 C 3.28708 7.09322 1.69463  C34 1.534, C69 1.525, H209 1.101, H241 1.111
58 C 0.03234 3.76644 -6.70717  C78 1.590, H97 1.113, H165 1.119, H212 1.089
59 C 7.46895 -3.01488 0.81135  N17 1.456, C74 1.467, C76 1.492, H182 1.104
60 C -4.93537 -0.52586 -3.71500  N22 1.414, C56 1.601, C82 1.491, H109 1.112
61 C -0.38693 0.74494 -5.58252  N16 1.492, C26 1.587, C50 1.536, C51 1.538
62 C -4.88673 -4.32738 3.22440  C41 1.544, H131 1.129, H134 1.118, H215 1.073
63 C -3.58868 -4.01474 -0.21242  N15 1.460, C38 1.518, C64 1.502, H151 1.077
64 C -4.77743 -4.68128 -0.84461  C63 1.502, H150 1.112, H191 1.101, H211 1.116
65 C 1.09366 -2.79092 4.99463  N19 1.489, C54 1.540, C70 1.530, C80 1.503
66 C -1.38632 -6.17096 -4.00006  O11 1.413, C43 1.538, H137 1.111, H176 1.107
67 C 4.05292 3.76633 -1.70354  N23 1.467, C71 1.506, C79 1.549, H224 1.061
68 C 0.89697 -6.33792 -3.29297  O11 1.434, H187 1.107, H196 1.095, H237 1.092
69 C 1.99049 6.46578 2.19558  N18 1.491, C44 1.579, C48 1.565, C57 1.525
70 C 0.64344 -3.21250 6.39430  C65 1.530, H180 1.121, H217 1.084, H244 1.120
71 C 4.82921 3.69111 -0.41523  C67 1.506, H104 1.091, H204 1.109, H238 1.093
72 C -5.23065 -3.13626 5.48074  C27 1.519, C41 1.538, H183 1.101, H188 1.107
73 C -1.20921 1.82236 4.23135  O4 1.422, H119 1.091, H157 1.046, H214 1.107
74 C 6.67409 -3.78760 1.77168  C59 1.467, H125 1.107, H172 1.068, H192 1.086
75 C 0.58824 0.39582 -0.57287  O10 1.433, C33 1.523, H90 1.063, H144 1.083
76 C 7.35328 -1.53939 1.00109  O6 1.406, C59 1.492, H179 1.102, H233 1.138
77 C -1.08251 3.32288 -4.43571  C53 1.531, C78 1.524, H129 1.074, H170 1.075
78 C -1.21617 3.14512 -5.94357  N16 1.442, C37 1.539, C58 1.590, C77 1.524
79 C 3.61526 5.21803 -2.01965  O9 1.470, C67 1.549, H175 1.101, H193 1.117
80 C 1.87301 -3.91627 4.37354  C65 1.503, C88 1.531, H116 1.081, H205 1.125
81 C 2.98695 -1.24707 4.25867  N19 1.484, C40 1.578, C55 1.541, C83 1.569
82 C -5.29994 0.85111 -4.15533  C60 1.491, H133 1.103, H184 1.102, H223 1.124
83 C 3.78235 -2.52400 3.81395  C81 1.569, C88 1.503, H140 1.080, H169 1.121
84 C 2.15132 6.38629 -3.43313  O9 1.421, H113 1.137, H117 1.090, H118 1.120
85 C 7.01046 0.34087 2.41676  O6 1.395, H114 1.120, H143 1.119, H213 1.085
86 C 3.09205 5.56452 5.10968  C46 1.509, H127 1.075, H163 1.100, H207 1.089
87 C 4.01624 -0.64600 -2.92657  O5 1.397, H111 1.159, H128 1.120, H159 1.119
88 C 2.80528 -3.50618 3.23064  C80 1.531, C83 1.503, H154 1.103, H203 1.091
89 H 1.24723 -1.23769 0.41161  C33 1.102
90 H 1.57564 0.65131 -0.87221  C75 1.063
91 H 1.67436 1.54684 -6.16764  C50 1.108
92 H -3.45853 -2.26490 6.43076  C27 1.117
93 H 1.57985 -1.83062 -1.91221  C52 1.093
94 H -1.86632 -6.04828 -6.81695  C25 1.104
95 H 4.41163 3.47609 -3.66560  N23 1.016
96 H -3.45935 4.41644 -1.08520  C28 1.111
97 H 0.96789 3.66080 -6.11324  C58 1.113
98 H -1.04158 0.72016 -3.47947  C51 1.107
99 H 0.62048 6.94237 0.41244  C44 1.106
100 H -2.94194 -0.62619 2.33210  C49 1.119
101 H -2.52112 -4.45646 -6.86238  C25 1.115
102 H -7.87526 -3.16267 4.54937  C31 1.142
103 H -6.19106 0.49297 3.86860  C42 1.073
104 H 5.54918 4.50781 -0.48380  C71 1.091
105 H 0.31963 -4.73813 0.54473  C32 1.091
106 H -3.40402 -1.25221 -2.48329  N22 1.027
107 H -2.05672 2.86117 -0.81937  O1 0.966
108 H -1.34255 -3.59677 -3.99987  N20 0.987
109 H -5.58550 -0.91860 -2.90316  C60 1.112
110 H -3.19852 0.71573 0.70607  C35 1.090
111 H 4.60648 -0.79520 -3.91272  C87 1.159
112 H -3.40733 3.38379 -6.00884  C37 1.101
113 H 2.61931 7.22215 -2.82099  C84 1.137
114 H 7.20828 0.66221 3.47105  C85 1.120
115 H 3.41729 0.53638 5.37392  C40 1.047
116 H 1.09690 -4.63529 4.15189  C80 1.081
117 H 1.13197 6.29822 -3.05657  C84 1.090
118 H 2.03019 6.66005 -4.51271  C84 1.120
119 H -2.28678 1.68782 4.12735  C73 1.091
120 H -0.85989 -1.73935 4.73034  C54 1.082
121 H 0.88536 0.52469 -7.34994  C50 1.075
122 H 1.59236 5.47687 0.18781  C44 1.095
123 H 5.43649 5.56548 3.95016  C47 1.079
124 H 5.13362 5.11145 2.39546  C47 1.080
125 H 6.74023 -3.43158 2.81817  C74 1.107
126 H -0.07650 1.06179 2.69434  O4 0.966
127 H 2.08084 5.25650 5.30554  C86 1.075
128 H 3.68261 -1.66715 -2.61148  C87 1.120
129 H -0.93322 4.38029 -4.32329  C77 1.074
130 H -0.54754 -6.09127 1.34619  C32 1.115
131 H -5.32025 -4.45015 2.18970  C62 1.129
132 H -6.28181 -4.09727 -5.47911  C39 1.064
133 H -6.31311 0.88910 -4.59025  C82 1.103
134 H -4.90636 -5.30876 3.76044  C62 1.118
135 H 1.68178 -1.04162 2.41051  C55 1.123
136 H -0.57173 -1.40920 -5.21213  C26 1.122
137 H -1.76521 -6.25298 -2.95888  C66 1.111
138 H -6.36893 -1.41793 -5.15574  C56 1.095
139 H -4.85150 1.25421 0.09992  C35 1.105
140 H 4.29544 -2.86170 4.70248  C83 1.080
141 H -0.91095 1.78140 -8.02843  O8 0.976
142 H 0.64570 0.37192 -3.74005  C51 1.109
143 H 7.67797 0.96903 1.77533  C85 1.119
144 H -0.11744 0.74052 -1.31879  C75 1.083
145 H 4.75300 1.01306 -2.22029  O5 0.995
146 H -3.13707 -2.30364 2.64444  C49 1.113
147 H 4.59008 3.23822 4.43424  C36 1.060
148 H -2.29247 -2.54290 -0.83428  N15 1.034
149 H -4.72140 1.09819 3.09782  C42 1.075
150 H -5.12529 -5.67973 -0.49933  C64 1.112
151 H -3.89091 -3.36845 0.59454  C63 1.077
152 H -0.15773 -1.66052 -2.31766  C52 1.137
153 H -6.13773 -2.47684 1.61508  O14 0.961
154 H 2.24494 -3.03453 2.40582  C88 1.103
155 H 0.49336 -3.08937 -1.27046  C52 1.153
156 H -3.17984 -2.91433 4.90325  C27 1.057
157 H -0.93364 2.77985 3.91427  C73 1.046
158 H 3.90337 3.19546 2.82487  C36 1.069
159 H 3.05407 -0.12639 -3.16494  C87 1.119
160 H 4.14997 7.73391 3.58275  C34 1.126
161 H -6.35287 -3.49778 -3.82628  C39 1.094
162 H 1.14028 8.43875 2.77731  C48 1.074
163 H 3.12126 6.66031 5.20172  C86 1.100
164 H 4.76384 0.09439 4.24258  C40 1.092
165 H -0.10457 4.87537 -6.64566  C58 1.119
166 H -4.70125 -0.41138 5.58922  C30 1.103
167 H 9.14738 -3.31120 1.71616  N17 0.987
168 H -0.78963 -4.67501 -6.36688  C25 1.079
169 H 4.57822 -2.19512 3.09606  C83 1.121
170 H -2.04942 3.19602 -3.98412  C77 1.075
171 H -0.94188 -0.86665 -6.92877  C26 1.101
172 H 5.62610 -3.86247 1.58194  C74 1.068
173 H -2.85745 -3.26973 -4.53177  N20 0.988
174 H -0.83092 -2.29291 0.75594  N24 1.003
175 H 4.47303 5.90523 -2.08205  C79 1.101
176 H -1.38649 -7.21845 -4.35756  C66 1.107
177 H -2.13423 -0.57784 -5.65262  C26 1.069
178 H 1.89282 2.58087 0.35142  C29 1.115
179 H 8.03090 -1.02748 0.29871  C76 1.102
180 H 0.29538 -2.30722 6.95655  C70 1.121
181 H 4.52548 -0.76673 5.74679  C40 1.114
182 H 7.10941 -3.09756 -0.22878  C59 1.104
183 H -5.88434 -2.48704 6.08446  C72 1.101
184 H -4.54526 1.20136 -4.87821  C82 1.102
185 H 0.72170 -0.31404 4.93812  O12 0.971
186 H -4.21252 -1.56454 1.38556  C49 1.093
187 H 1.43776 -7.12519 -3.85271  C68 1.107
188 H -5.10538 -4.12997 5.95137  C72 1.107
189 H 2.80837 2.99152 4.25859  C36 1.110
190 H -2.04763 -5.24843 -0.83264  C38 1.133
191 H -4.69399 -4.81071 -1.93505  C64 1.101
192 H 7.02585 -4.81393 1.71907  C74 1.086
193 H 2.96829 5.64207 -1.21369  C79 1.117
194 H -2.21581 5.17561 -2.18905  C28 1.111
195 H -2.55652 4.90800 -6.18010  C37 1.099
196 H 1.64648 -5.61572 -2.95229  C68 1.095
197 H -0.09720 -4.57706 2.27130  C32 1.090
198 H 0.34427 5.41237 1.29319  C44 1.081
199 H -3.29870 1.11627 -2.01449  O2 0.989
200 H 0.25125 3.10537 -0.07359  C29 1.087
201 H -5.12500 -4.60726 -4.32549  C39 1.100
202 H -1.04905 -0.68835 1.05003  N24 1.009
203 H 3.32066 -4.39919 2.87252  C88 1.091
204 H 5.26697 2.69928 -0.18054  C71 1.109
205 H 2.42194 -4.43978 5.20442  C80 1.125
206 H 0.21917 6.95923 3.27688  C48 1.059
207 H 3.68022 5.10731 5.90415  C86 1.089
208 H 9.39842 -3.04990 0.04570  N17 1.063
209 H 2.97826 8.07772 1.31021  C57 1.101
210 H 5.68281 3.61476 -2.74781  N23 0.977
211 H -5.67674 -4.02463 -0.76385  C64 1.116
212 H 0.23370 3.31101 -7.67592  C58 1.089
213 H 5.95682 0.47732 2.19634  C85 1.085
214 H -0.91600 1.60743 5.27685  C73 1.107
215 H -3.85673 -4.03588 3.15540  C62 1.073
216 H -0.81642 -3.38229 4.14342  C54 1.149
217 H 1.44846 -3.64899 6.97372  C70 1.084
218 H -2.17004 5.64233 -0.56299  C28 1.098
219 H 3.25380 -0.16074 2.42944  C55 1.105
220 H 1.46500 -0.16997 -5.89123  C50 1.075
221 H -7.22290 -4.79009 4.88329  C31 1.063
222 H -4.05078 -0.11265 -0.61614  C35 1.073
223 H -5.13844 1.61182 -3.34347  C82 1.124
224 H 3.11703 3.27771 -1.60180  C67 1.061
225 H 1.88766 0.35872 3.49452  C55 1.073
226 H 5.28668 7.53132 2.16520  C34 1.061
227 H -3.19052 -0.36870 4.75641  C30 1.102
228 H 0.36123 2.64104 -2.82861  C53 1.109
229 H -2.88904 -3.48975 -2.09141  N15 1.057
230 H 0.91087 5.02360 4.05105  O13 0.969
231 H 1.51435 7.51891 4.12174  C48 1.071
232 H -5.84046 0.24107 2.12405  C42 1.072
233 H 6.30299 -1.26679 0.65746  C76 1.138
234 H -4.71091 -0.80821 -5.76141  C56 1.107
235 H 1.00245 2.95899 -4.48856  C53 1.105
236 H 0.02784 -1.97675 3.27504  C54 1.073
237 H 0.53521 -6.81217 -2.37846  C68 1.092
238 H 4.11889 3.93345 0.37870  C71 1.093
239 H -2.90707 -5.91297 0.64036  C38 1.129
240 H -2.83967 -0.68206 -3.90799  N22 1.058
241 H 3.59835 6.49516 0.81125  C57 1.111
242 H -3.32171 -5.46366 -4.84688  C43 1.104
243 H 0.51270 2.90286 1.59023  C29 1.078
244 H -0.14236 -4.00988 6.34905  C70 1.120
245 H -7.63823 -4.31021 3.23666  C31 1.087
246 H -2.53346 3.84971 -7.54581  C37 1.112

Properties
2S+1: 1
Gap between HOMO and LUMO (eV): 8.588
HOMO level (eV): -8.1
Calculated total energy (Ha): -4133.76473